# 1
A structure of composition C19H10ClIN3O6Re, computed with the ωB97M-V functional and the def2-TZVPD basis.

The geometry in XYZ format:
```
41
Properties=species:S:1:pos:R:3:forces:R:3
Re -0.254552 -1.232797 1.111352 0.22 -0.34 0.15
I -4.161930 4.792728 -3.845002 0.00 0.00 0.00
Cl 4.795817 -2.095137 -1.360153 0.00 0.00 0.00
O -0.781900 -3.069685 0.842035 0.01 0.06 0.08
O 3.905951 -4.870188 -2.186574 0.00 -0.01 -0.01
O 1.930845 -5.771713 -1.740112 -0.03 0.01 0.00
O -1.097806 -0.859366 -0.866427 0.02 0.18 -0.19
O -1.147906 0.441362 0.827551 -0.07 0.17 -0.09
O -0.359327 -4.933971 -0.338714 0.00 0.04 -0.01
N 1.324054 -1.920261 0.120525 -0.09 0.08 0.01
N 1.159215 -1.102183 3.947851 -0.01 0.04 -0.02
N 2.559209 -1.455101 -0.147377 -0.01 -0.01 -0.03
C 2.908764 -0.101907 0.199239 0.00 -0.04 0.05
C 3.233980 -2.389783 -0.837018 -0.02 -0.01 0.01
C -2.354185 2.551706 -0.636905 -0.02 0.03 0.00
C -0.045849 -3.834921 0.004952 0.02 -0.05 -0.02
C -2.960045 2.079538 -3.325006 0.01 -0.01 0.01
C 3.479917 2.483301 0.891990 0.00 -0.02 0.02
C -3.256221 3.304071 -2.725107 -0.01 0.01 -0.02
C 1.231082 -3.160025 -0.372071 -0.02 -0.05 0.02
C 0.612505 -1.148430 2.928214 0.05 -0.06 0.08
C -1.435953 0.282902 -0.470099 -0.15 -0.09 -0.04
C 2.511942 0.917371 -0.652059 -0.01 0.05 -0.03
C 2.412095 -3.524451 -0.993377 0.01 0.03 -0.04
C 3.863289 1.444965 1.730923 0.00 0.02 -0.01
C 2.806031 2.223847 -0.294978 0.00 0.01 0.00
C 3.576382 0.132586 1.388705 0.02 -0.01 0.00
C 2.819392 -4.789622 -1.695494 0.01 0.01 0.03
C -2.358350 1.088015 -2.580971 0.00 -0.01 -0.02
C -2.053443 1.323831 -1.235642 0.02 0.01 0.03
C -2.956107 3.542092 -1.384749 0.01 -0.01 0.02
H 2.000579 0.691610 -1.580541 0.01 -0.02 0.01
H 2.516960 3.035920 -0.948042 0.00 0.00 0.01
H 3.856017 -0.690153 2.033712 0.00 0.00 0.00
H -3.204597 1.909708 -4.363680 0.00 0.00 0.00
H 4.383199 1.654832 2.655114 0.00 0.00 0.00
H -3.196259 4.494343 -0.934097 0.00 0.00 0.00
H 3.708717 3.503995 1.166911 0.00 0.00 -0.01
H -2.119956 2.721645 0.405532 0.00 -0.01 0.00
H 1.082795 -5.574046 -1.295922 0.02 -0.01 0.00
H -2.126626 0.129035 -3.024938 0.00 0.00 0.00
```
Positions in Å, forces in eV/Å.

Its gap between HOMO and LUMO (spin up / spin down) is 5.92 / 6.09 eV. The multiplicity is 2. As for the total charge: +1.

=====

# 2
A structure of composition C19H10ClN3O9PbS at a distorted geometry, computed with the ωB97M-V functional and the def2-TZVPD basis.

The geometry in XYZ format:
```
44
Properties=species:S:1:pos:R:3:forces:R:3
Pb 0.403296 0.109611 -0.470402 0.46 0.58 0.35
Cl -5.537607 2.913949 3.508846 0.05 -0.05 -0.02
S -0.329556 -2.709151 -0.812604 -0.19 -0.37 -0.11
O 5.017964 3.597973 5.592701 -0.05 -0.09 -0.04
O 2.289892 -1.527022 3.169514 -0.03 0.18 -0.40
O 0.155620 4.277838 2.084473 -0.17 -0.06 0.36
O 2.107087 -0.744928 1.047849 -0.09 -0.21 0.14
O 0.811077 1.702481 1.531009 -0.16 0.33 -0.22
O 1.873228 5.483790 2.562400 -0.10 -0.19 0.34
O 5.508505 1.498273 5.520875 -0.05 0.01 -0.01
O -1.255137 -0.207965 0.969217 -0.09 -0.02 -0.10
O -1.011303 2.140944 -0.789003 -0.22 0.13 0.18
N -1.583673 -0.748705 -2.024861 -0.15 -0.29 -0.10
N 1.275872 4.422968 2.517447 0.39 -0.10 -0.99
N 4.853584 2.462274 5.190633 0.04 0.08 -0.03
C -2.521840 -0.217280 -2.783842 0.08 -0.08 0.06
C -4.260927 2.024662 2.724817 -0.10 -0.13 0.17
C -1.844306 2.576199 0.011447 0.16 -0.01 -0.22
C -3.528804 2.588156 1.729336 0.13 0.18 -0.21
C 3.769118 2.244545 4.212740 -0.06 -0.05 -0.07
C 1.706704 1.883202 2.352677 0.09 0.01 0.18
C -3.396498 -2.373869 -3.357290 -0.04 -0.02 -0.04
C -1.531315 -2.095552 -1.883010 -0.04 0.11 0.01
C 3.500709 0.960536 3.784177 0.20 0.20 0.18
C -2.191496 0.539702 1.471070 0.12 -0.01 0.00
C -2.501859 1.870461 1.074728 0.02 -0.03 0.04
C -3.977259 0.711325 3.126171 -0.05 -0.04 0.06
C -2.425349 -2.942146 -2.548643 0.03 0.00 0.06
C -3.456263 -0.996762 -3.472444 -0.03 0.04 -0.02
C 2.516614 0.758588 2.839648 -0.15 -0.06 -0.24
C -2.974303 0.000761 2.523364 -0.01 -0.12 0.05
C 2.271562 -0.659196 2.302833 -0.06 0.15 0.28
C 3.049395 3.377096 3.767817 0.21 0.02 0.28
C 2.038580 3.210131 2.895041 -0.26 -0.09 0.10
H -2.734402 -1.005747 2.842778 -0.04 0.02 0.00
H -4.558259 0.267217 3.925613 0.04 0.00 -0.02
H 4.062450 0.124907 4.175383 -0.02 -0.04 -0.02
H -2.161293 3.627053 -0.097158 0.02 -0.02 -0.05
H -4.211809 -0.521776 -4.084192 0.04 0.00 0.02
H -3.736057 3.607523 1.421668 0.04 -0.04 -0.01
H -2.524724 0.865861 -2.844277 -0.03 -0.03 -0.02
H -2.348289 -4.012788 -2.413334 0.00 0.06 0.00
H 3.291806 4.360598 4.139018 0.05 0.02 0.05
H -4.103493 -3.000793 -3.885158 0.01 0.01 0.02
```
Positions in Å, forces in eV/Å.

Its gap between HOMO and LUMO (spin up / spin down) is 4.85 / 4.71 eV.

=====

Listing energy relative to the best compared isomer or geometry (same formula, charge and spin) for the structures above in their given order: 3.5 50.5 kcal/mol.
Listing electronic energy for the structures above in their given order: -2181.6790 -2622.4895 Eh.